2 unconnected molecules or ions with the total composition C3H7O2. Source: OMol25; level of theory: the ωB97M-V functional and the def2-TZVPD basis.

```
12
Properties=species:S:1:pos:R:3
C 1.89 0.72 -0.69
O 0.61 0.63 -1.23
H 2.22 1.76 -0.76
H 1.90 0.41 0.36
H 2.60 0.08 -1.23
O -1.77 0.39 2.11
C -1.76 -0.02 0.92
C -1.17 -1.18 0.43
H -2.22 0.66 0.17
H 0.03 0.03 -0.69
H -1.53 -1.57 -0.52
H -0.80 -1.89 1.15
```

Computed properties:
relative energy (zero: lowest compared OMol25 entry of this formula, charge and spin)	43.0	kcal per mole
total charge	-1
LUMO	4.140	eV
gap between HOMO and LUMO	6.8	eV
maximum force	0.5	eV/A

Mulliken atomic charge list, values in e, 6 entries: -0.56, -0.57, 0.20, 0.26, 0.21, -0.72



2 unconnected molecules or ions with the total composition C3H7O2S. Source: OMol25; level of theory: the ωB97M-V functional and the def2-TZVPD basis.

```
13
Properties=species:S:1:pos:R:3
O 1.36 1.11 -1.35
C 1.22 0.32 -2.28
O 0.59 -0.78 -2.30
H 1.59 0.64 -3.28
C -1.01 0.65 1.45
C -0.10 -0.56 1.26
S -0.76 -1.77 0.08
H -2.00 0.32 1.76
H -1.11 1.19 0.51
H -0.62 1.34 2.20
H 0.88 -0.23 0.92
H 0.04 -1.07 2.22
H -0.07 -1.16 -1.18
```

Computed properties:
relative energy (zero: lowest compared OMol25 entry of this formula, charge and spin)	5.4	kcal per mole
total charge	-1
LUMO	3.958	eV
gap between HOMO and LUMO	7.8	eV
maximum force	0.7	eV/A

Mulliken atomic charge list, values in e, 6 entries: -0.59, 0.05, -0.60, 0.35, -0.96, -0.45



2 unconnected molecules or ions with the total composition C3H7O2S2. Source: OMol25; level of theory: the ωB97M-V functional and the def2-TZVPD basis.

```
14
Properties=species:S:1:pos:R:3
C 1.81 0.08 0.57
S 2.79 -0.53 -0.85
S 4.51 0.61 -0.78
H 1.83 1.17 0.52
H 2.27 -0.29 1.47
H 0.80 -0.28 0.38
H 4.08 1.66 -1.50
O -1.26 0.61 -0.80
C -1.71 -0.30 -0.06
O -1.05 -1.17 0.56
C -3.24 -0.37 0.10
H -3.70 0.51 -0.35
H -3.60 -1.27 -0.40
H -3.52 -0.44 1.15
```

Computed properties:
relative energy (zero: lowest compared OMol25 entry of this formula, charge and spin)	3.9	kcal per mole
total charge	-1
LUMO	2.845	eV
gap between HOMO and LUMO	7.2	eV
maximum force	0.9	eV/A

Mulliken atomic charge list, values in e, 6 entries: -0.25, -0.06, -0.29, 0.27, 0.31, -0.08



2 unconnected molecules or ions with the total composition C3H7O3. Source: OMol25; level of theory: the ωB97M-V functional and the def2-TZVPD basis.

```
13
Properties=species:S:1:pos:R:3
C -0.60 -0.83 -1.91
C -0.26 -1.77 -0.75
O 0.35 -1.24 0.21
O -0.63 -2.95 -0.87
H -1.58 -0.39 -1.68
H -0.62 -1.36 -2.86
H 0.09 0.02 -1.88
C 0.44 1.75 1.69
O 1.20 0.59 1.88
H 0.87 -0.10 1.25
H -0.36 1.84 2.42
H 0.02 1.80 0.68
H 1.08 2.64 1.81
```

Computed properties:
relative energy (zero: lowest compared OMol25 entry of this formula, charge and spin)	14.6	kcal per mole
total charge	-1
LUMO	4.069	eV
gap between HOMO and LUMO	8.5	eV
maximum force	0.5	eV/A

Mulliken atomic charge list, values in e, 6 entries: -0.77, 0.46, -0.71, -0.72, 0.18, 0.28



2 unconnected molecules or ions with the total composition C3H7O3 in a non-equilibrium geometry. Source: OMol25; level of theory: the ωB97M-V functional and the def2-TZVPD basis.

```
13
Properties=species:S:1:pos:R:3
O 4.77 -2.25 2.22
C 4.16 -1.82 3.13
O 4.00 -2.50 4.33
H 3.66 -0.85 3.30
H 3.69 -3.40 4.13
C -2.52 0.67 -1.80
O -2.90 0.71 -0.52
C -2.60 2.03 -2.55
H -3.12 -0.03 -2.45
H -1.44 0.33 -1.89
H -3.61 2.24 -2.90
H -1.76 2.13 -3.25
H -2.32 2.74 -1.76
```

Computed properties:
relative energy (zero: lowest compared OMol25 entry of this formula, charge and spin)	78.9	kcal per mole
total charge	-1
LUMO	2.376	eV
gap between HOMO and LUMO	4.3	eV
maximum force	1.8	eV/A

Mulliken atomic charge list, values in e, 6 entries: -0.43, 0.27, -0.45, 0.29, 0.32, -0.25



2 unconnected molecules or ions with the total composition C3H7O3 in a non-equilibrium geometry. Source: OMol25; level of theory: the ωB97M-V functional and the def2-TZVPD basis.

```
13
Properties=species:S:1:pos:R:3
C -2.58 -0.30 -0.19
O -2.89 -0.77 -1.55
H -2.11 -0.56 -2.08
H -3.14 -0.98 0.44
H -3.06 0.68 -0.11
H -1.50 -0.45 -0.08
C 2.79 0.57 0.39
C 1.37 0.03 0.72
O 0.48 0.31 -0.14
O 1.25 -0.63 1.76
H 2.69 1.52 -0.14
H 3.29 -0.10 -0.31
H 3.39 0.68 1.28
```

Computed properties:
relative energy (zero: lowest compared OMol25 entry of this formula, charge and spin)	26.2	kcal per mole
total charge	-1
LUMO	4.077	eV
gap between HOMO and LUMO	8.2	eV
maximum force	2.2	eV/A

Mulliken atomic charge list, values in e, 6 entries: -0.10, -0.57, 0.31, 0.17, 0.14, 0.08



2 unconnected molecules or ions with the total composition C3H7O3 in a non-equilibrium geometry. Source: OMol25; level of theory: the ωB97M-V functional and the def2-TZVPD basis.

```
13
Properties=species:S:1:pos:R:3
H 0.00 1.93 0.91
C -0.87 1.87 0.23
H -0.57 1.77 -0.83
C 0.25 -1.16 -0.44
H -0.47 -0.57 -1.05
C 1.63 -0.61 -0.44
O -0.22 -1.41 0.74
O -1.70 -1.65 0.66
O -2.00 1.79 0.70
H 1.72 0.18 -1.20
H 1.90 -0.07 0.49
H 2.43 -1.34 -0.65
H -2.12 -0.75 0.86
```

Computed properties:
relative energy (zero: lowest compared OMol25 entry of this formula, charge and spin)	102.5	kcal per mole
LUMO (spin up / spin down)	0.207 / 0.109	eV
2S+1	2
gap between HOMO and LUMO (spin up / spin down)	7.8 / 10.9	eV
maximum force	4.2	eV/A

Mulliken atomic charge list, values in e, 6 entries: 0.23, -0.07, 0.28, -0.19, 0.33, -0.83



2 unconnected molecules or ions with the total composition C3H7O3PS in a non-equilibrium geometry. Source: OMol25; level of theory: the ωB97M-V functional and the def2-TZVPD basis.

```
15
Properties=species:S:1:pos:R:3
C 0.23 -0.35 1.18
C 0.28 -0.18 -1.35
C -0.40 0.09 -0.09
O -2.40 -1.34 0.91
O -2.93 1.09 0.73
O -2.76 -0.33 -1.36
P -2.16 -0.17 -0.01
S -0.48 2.96 -0.08
H -0.14 0.42 1.91
H -0.02 -1.34 1.51
H 1.28 -0.23 1.04
H 0.86 0.68 -1.86
H -0.44 -0.56 -2.12
H 0.98 -1.01 -1.30
H -2.41 1.95 0.69
```

Computed properties:
relative energy (zero: lowest compared OMol25 entry of this formula, charge and spin)	50.6	kcal per mole
total charge	-2
LUMO	6.180	eV
gap between HOMO and LUMO	6.0	eV
maximum force	3.3	eV/A

Mulliken atomic charge list, values in e, 6 entries: -1.54, -1.26, 0.74, -0.82, -0.48, -0.83



A gas-phase ion, C3H7O3Si (charge -1) in a non-equilibrium geometry. Source: OMol25; level of theory: the ωB97M-V functional and the def2-TZVPD basis.

```
14
Properties=species:S:1:pos:R:3
C 1.23 -0.76 -0.05
C 0.72 1.71 -0.31
C 0.59 0.50 0.56
O 2.45 -0.75 -0.21
O 0.43 -1.68 -0.34
O -1.02 0.17 0.70
Si -1.52 -1.23 0.02
H 0.38 2.62 0.20
H 1.77 1.82 -0.61
H 0.12 1.57 -1.21
H 0.90 0.65 1.59
H -2.96 -0.82 0.31
H -1.47 -2.47 0.81
H -1.62 -1.32 -1.46
```

Computed properties:
relative energy (zero: lowest compared OMol25 entry of this formula, charge and spin)	21.0	kcal per mole
total charge	-1
LUMO	4.035	eV
gap between HOMO and LUMO	9.1	eV
maximum force	4.8	eV/A

Mulliken atomic charge list, values in e, 6 entries: 0.50, -1.21, 0.41, -0.71, -0.48, -0.41



C3H7O5P in the gas phase. Source: OMol25; level of theory: the ωB97M-V functional and the def2-TZVPD basis.

```
16
Properties=species:S:1:pos:R:3
O 3.53 0.06 -0.03
C 2.53 0.70 0.06
O 1.34 0.35 -0.49
C 0.86 -0.96 -0.13
C -0.67 -1.02 -0.20
P -1.59 0.55 -0.30
O -1.75 1.05 -1.66
O -2.97 0.22 0.43
O -0.91 1.57 0.73
H 2.47 1.66 0.59
H 1.21 -1.23 0.86
H 1.28 -1.68 -0.84
H -1.05 -1.60 0.65
H -0.98 -1.55 -1.10
H -2.89 -0.34 1.21
H -0.41 2.23 0.23
```

Computed properties:
relative energy (zero: lowest compared OMol25 entry of this formula, charge and spin)	0.0	kcal per mole
LUMO	0.338	eV
gap between HOMO and LUMO	11.3	eV
maximum force	0.7	eV/A

Mulliken atomic charge list, values in e, 6 entries: -0.45, 0.18, -0.26, -0.52, -0.56, 0.96



C3H7O7P3 in the gas phase in a non-equilibrium geometry. Source: OMol25; level of theory: the ωB97M-V functional and the def2-TZVPD basis.

```
20
Properties=species:S:1:pos:R:3
C -0.21 0.70 -2.21
C 1.64 0.16 0.11
C -1.34 -0.66 0.33
O 0.12 -0.06 2.32
O -0.84 -2.35 2.71
O -0.55 1.89 0.27
O 2.42 1.66 0.50
O 2.31 -0.40 -0.84
O -1.71 -1.63 -0.60
O -2.40 -0.06 0.94
P 1.65 -0.70 1.79
P -0.33 -1.47 1.61
P -0.16 0.70 -0.41
H -1.05 1.16 -2.63
H 0.69 1.36 -2.41
H -0.24 -0.34 -2.49
H 1.69 2.33 0.27
H 3.18 -0.61 -0.55
H -2.65 -1.82 -0.55
H -2.22 0.15 1.84
```

Computed properties:
relative energy (zero: lowest compared OMol25 entry of this formula, charge and spin)	32.6	kcal per mole
LUMO	-0.610	eV
gap between HOMO and LUMO	9.0	eV
maximum force	4.8	eV/A

Mulliken atomic charge list, values in e, 6 entries: -1.07, 0.49, 0.78, -0.37, -0.66, -0.72



2 unconnected molecules or ions with the total composition C3H7OPS2 in a non-equilibrium geometry. Source: OMol25; level of theory: the ωB97M-V functional and the def2-TZVPD basis.

```
14
Properties=species:S:1:pos:R:3
C 0.45 1.73 0.07
C 1.65 1.53 -0.71
C -1.38 -1.97 1.78
O -0.44 -1.10 -3.13
P -0.17 0.26 -2.68
S -0.93 0.99 -0.36
S 1.69 -0.02 -1.62
H 0.38 2.44 0.89
H -1.27 -1.97 2.85
H 1.76 2.35 -1.50
H 2.61 1.71 -0.27
H -0.82 -1.16 1.50
H -1.06 -2.92 1.49
H -2.47 -1.87 1.70
```

Computed properties:
relative energy (zero: lowest compared OMol25 entry of this formula, charge and spin)	51.2	kcal per mole
LUMO	-1.333	eV
gap between HOMO and LUMO	7.3	eV
maximum force	3.6	eV/A

Mulliken atomic charge list, values in e, 6 entries: 0.09, -0.65, -0.88, -0.46, 0.32, -0.18



2 unconnected molecules or ions with the total composition C3H7OS in a non-equilibrium geometry. Source: OMol25; level of theory: the ωB97M-V functional and the def2-TZVPD basis.

```
12
Properties=species:S:1:pos:R:3
C -1.29 -0.31 0.08
O -2.46 0.25 -0.01
C -0.06 0.84 0.47
C -0.04 0.53 -0.85
S 2.96 -0.43 0.28
H -1.08 -1.23 -0.54
H -1.10 -0.84 1.02
H -0.58 1.67 0.91
H 0.76 0.44 1.08
H 0.88 0.02 -1.13
H -0.70 0.81 -1.66
H 2.71 -1.75 0.35
```

Computed properties:
relative energy (zero: lowest compared OMol25 entry of this formula, charge and spin)	87.2	kcal per mole
total charge	-1
LUMO	4.132	eV
gap between HOMO and LUMO	7.4	eV
maximum force	3.2	eV/A

Mulliken atomic charge list, values in e, 6 entries: -0.28, -0.80, -0.21, -0.30, -0.85, 0.30



2 unconnected molecules or ions with the total composition C3H7OS in a non-equilibrium geometry. Source: OMol25; level of theory: the ωB97M-V functional and the def2-TZVPD basis.

```
12
Properties=species:S:1:pos:R:3
C -0.51 1.03 -2.35
S 0.22 2.07 -1.00
H -0.12 0.02 -2.24
H -0.20 1.51 -3.29
H -1.60 1.12 -2.29
C 0.22 -1.28 2.57
C 0.13 -0.66 1.37
O 0.59 -0.97 0.15
H 0.64 -0.64 3.35
H 0.48 -2.35 2.70
H -0.48 0.24 1.36
H 0.64 -0.10 -0.32
```

Computed properties:
relative energy (zero: lowest compared OMol25 entry of this formula, charge and spin)	42.7	kcal per mole
total charge	-1
LUMO	4.171	eV
gap between HOMO and LUMO	6.9	eV
maximum force	1.8	eV/A

Mulliken atomic charge list, values in e, 6 entries: -0.66, -0.70, 0.21, 0.21, 0.15, -0.83



A gas-phase ion, C3H7OS (charge -1) in a non-equilibrium geometry. Source: OMol25; level of theory: the ωB97M-V functional and the def2-TZVPD basis.

```
12
Properties=species:S:1:pos:R:3
C -1.38 0.76 1.24
O -2.04 1.79 0.71
C -0.74 -0.19 0.18
C 0.73 0.16 0.01
S 1.58 -1.07 -1.15
H -0.48 1.12 1.89
H -2.00 0.17 1.97
H -1.25 -0.29 -0.78
H -0.81 -1.19 0.66
H 0.79 1.16 -0.40
H 1.36 -0.02 0.87
H 1.61 -2.08 -0.27
```

Computed properties:
relative energy (zero: lowest compared OMol25 entry of this formula, charge and spin)	43.3	kcal per mole
total charge	-1
LUMO	3.233	eV
gap between HOMO and LUMO	5.5	eV
maximum force	2.2	eV/A

Mulliken atomic charge list, values in e, 6 entries: -0.43, -0.88, -0.32, -0.82, -0.29, 0.08



2 unconnected molecules or ions with the total composition C3H7OS in a non-equilibrium geometry. Source: OMol25; level of theory: the ωB97M-V functional and the def2-TZVPD basis.

```
12
Properties=species:S:1:pos:R:3
C -3.17 0.70 0.19
S -1.36 1.01 -0.04
H -3.80 1.25 -0.51
H -3.31 -0.38 0.04
H -3.39 0.96 1.22
C 3.17 -0.68 0.06
C 1.93 -0.42 -0.39
O 0.81 -1.04 0.00
H 3.92 0.07 -0.14
H 3.37 -1.55 0.68
H 1.75 0.40 -1.09
H 0.07 -0.32 0.00
```

Computed properties:
relative energy (zero: lowest compared OMol25 entry of this formula, charge and spin)	22.3	kcal per mole
total charge	-1
LUMO	4.166	eV
gap between HOMO and LUMO	7.1	eV
maximum force	1.4	eV/A

Mulliken atomic charge list, values in e, 6 entries: -0.69, -0.63, 0.20, 0.18, 0.19, -0.76



2 unconnected molecules or ions with the total composition C3H7OS in a non-equilibrium geometry. Source: OMol25; level of theory: the ωB97M-V functional and the def2-TZVPD basis.

```
12
Properties=species:S:1:pos:R:3
C -1.56 1.10 0.96
S -1.98 -0.22 -0.26
H -0.48 1.17 1.05
H -1.98 2.07 0.67
H -1.96 0.81 1.93
C 3.06 0.22 -0.01
C 1.88 -0.33 0.21
O 1.12 -0.88 -0.75
H 3.62 0.56 0.85
H 3.49 0.47 -0.96
H 1.40 -0.34 1.19
H 0.16 -0.68 -0.56
```

Computed properties:
relative energy (zero: lowest compared OMol25 entry of this formula, charge and spin)	18.7	kcal per mole
total charge	-1
LUMO	4.080	eV
gap between HOMO and LUMO	6.8	eV
maximum force	1.2	eV/A

Mulliken atomic charge list, values in e, 6 entries: -0.61, -0.71, 0.11, 0.21, 0.17, -0.79